Record 1
A cluster of 2 separate species, C5H15NS in total at a distorted geometry, computed with wB97M-V/def2-TZVPD.

Structure (ORCA input):
```
! wB97M-V def2-TZVPD RIJCOSX def2/J DEFGRID3
* xyz 0 1
C -1.17667 -2.69668 -0.77973
C 0.09224 -2.53203 0.06393
N 0.68404 -1.22224 -0.14494
C 1.65257 -0.86254 0.87467
H -1.51460 -3.72827 -0.70737
H -0.89121 -2.48027 -1.81005
H -1.94306 -2.01231 -0.42300
H 0.81653 -3.29875 -0.21771
H -0.17022 -2.69473 1.12474
H -0.05658 -0.54135 -0.20701
H 2.26666 -0.02468 0.56381
H 1.17323 -0.69149 1.85331
H 2.30191 -1.71923 1.07803
C -0.88940 2.59755 -1.11616
C -0.44319 2.75500 0.33880
S 1.35675 2.89871 0.43259
H -0.58972 1.61461 -1.46744
H -0.49584 3.39619 -1.74102
H -1.96343 2.75053 -1.16958
H -0.86102 3.65791 0.77894
H -0.78849 1.89193 0.90777
H 1.43948 2.94214 1.76745
*
```

## Properties
structure (SMILES) = CCNC.CCS
energy above the lowest of the compared OMol25 structures with the same formula, charge and spin = 10.95 kcal/mol
HOMO level = -8.651 eV
orbital gap = 9.493 eV

***

Record 2
A structure of composition C18H54N11O9P3Ti2 at a distorted geometry, computed with wB97M-V/def2-TZVPD.

Structure (ORCA input):
```
! wB97M-V def2-TZVPD RIJCOSX def2/J DEFGRID3
* xyz 0 7
Ti -0.22577 -1.40671 -0.54818
Ti 2.43420 0.44061 1.67941
N 2.07193 1.30265 -0.81414
O 1.71304 1.91687 -1.78694
O 1.51776 0.26960 -0.45109
O 3.05185 1.71326 -0.16641
N 1.50861 -2.47729 2.28346
O 1.08871 -3.31919 3.10263
O 1.04141 -2.14242 1.20352
O 2.24691 -1.70145 2.78577
O 1.03088 1.49032 3.15608
P 1.42072 2.49286 4.17144
N 2.22161 1.78403 5.54461
C 2.61182 2.66490 6.61268
C 2.92137 0.58859 5.28187
N 0.04797 3.20813 4.90791
C -0.00721 4.47315 5.66085
C -1.23114 2.49741 4.64996
N 2.45214 3.80769 3.64377
C 1.92547 4.84383 2.75023
C 3.81136 3.57605 3.21004
H 3.41079 2.25954 7.23351
H 1.76667 2.82400 7.28238
H 2.82854 3.65232 6.20507
H 3.28752 0.15477 6.21237
H 3.86813 0.79077 4.78102
H 2.31060 -0.11527 4.71649
H -0.81460 5.12226 5.32189
H -0.22837 4.34443 6.72039
H 0.82243 5.16508 5.51584
H -1.11281 1.43576 4.43322
H -1.94444 2.58828 5.46914
H -1.71871 2.67007 3.69050
H 2.37965 5.81546 2.94453
H 1.85974 4.34248 1.78461
H 0.83822 4.85359 2.82696
H 4.10806 4.44159 2.61767
H 3.79178 2.69503 2.56855
H 4.42956 3.33027 4.07348
O -2.41870 -0.54419 -0.93590
P -2.90173 0.85862 -1.26244
N -2.59366 2.15173 -0.11998
C -3.27627 1.81445 1.10687
C -1.27225 2.59993 0.10152
N -4.61463 0.94156 -1.63763
C -5.20464 -0.09128 -2.54646
C -5.45564 2.10297 -1.35342
N -2.31703 1.49079 -2.71891
C -1.14331 0.80833 -3.31072
C -2.58707 2.82946 -3.29335
H -3.02570 2.53684 1.88371
H -2.73937 0.99160 1.57885
H -4.27946 1.40326 0.99449
H -1.17938 3.59221 0.54295
H -0.65758 2.72452 -0.78997
H -0.67920 1.92758 0.72148
H -6.21734 -0.31694 -2.21235
H -5.15230 0.28549 -3.56793
H -4.47422 -0.89180 -2.42919
H -6.04038 1.83388 -0.47378
H -4.99757 3.03416 -1.02001
H -6.17223 2.19813 -2.16923
H -1.25472 -0.22449 -3.64083
H -0.64846 1.41897 -4.06593
H -0.36643 0.67987 -2.55704
H -2.39073 3.63702 -2.58808
H -3.66194 2.95999 -3.41869
H -2.12262 3.04940 -4.25460
O -0.57466 -2.74554 -2.51987
P 0.30726 -3.89068 -3.01498
N 1.93647 -3.52470 -3.10897
C 3.01441 -4.52969 -3.38194
C 2.26575 -2.08367 -3.22034
N -0.01384 -4.48747 -4.57080
C -1.48376 -4.94086 -4.77026
C 0.36493 -3.88319 -5.87517
N 0.40142 -5.17366 -2.03663
C 1.05062 -4.96456 -0.71225
C 0.57520 -6.57736 -2.53600
H 3.98679 -4.05081 -3.49707
H 2.82797 -5.00279 -4.34606
H 3.20532 -5.36447 -2.70755
H 1.42628 -1.50297 -2.83801
H 2.44977 -1.76595 -4.24664
H 3.12252 -2.04398 -2.54769
H -1.95230 -3.99709 -5.04931
H -1.66578 -5.64106 -5.58554
H -1.91623 -5.27730 -3.82799
H 1.32148 -3.36854 -5.78438
H 0.43969 -4.58844 -6.70289
H -0.31735 -3.05339 -6.05966
H 0.79028 -5.71276 0.03643
H 2.13758 -5.04444 -0.72736
H 0.81731 -4.03482 -0.19337
H 0.54582 -7.39988 -1.82137
H 1.52567 -6.64180 -3.06568
H -0.28002 -6.90396 -3.12764
*
```

## Properties
<S²> = 12.00
HOMO level (alpha / beta) = -4.382 / -8.351 eV
orbital gap (alpha / beta) = 5.038 / 8.894 eV

***

Record 3
A cluster of 2 separate species, C7H4ClFN2O2S in total at a distorted geometry, computed with wB97M-V/def2-TZVPD.

Structure (ORCA input):
```
! wB97M-V def2-TZVPD RIJCOSX def2/J DEFGRID3
* xyz 0 3
C -0.68735 -0.02371 -0.91337
C 0.80100 1.80561 1.14005
C -0.61406 1.31379 -0.87680
C 0.03440 2.14755 0.17192
C -1.20999 3.30674 -1.63792
C 3.39151 3.09242 -1.77991
C -0.08258 -1.00711 0.05216
N -1.23857 2.05986 -1.84868
N 1.20394 -0.70563 0.57168
O 2.26925 3.26514 -1.63553
O 4.51263 2.93571 -1.93563
F 2.08754 -0.50990 -0.48051
S -0.43866 3.87936 -0.15414
Cl -1.87223 4.43892 -2.69800
H -1.23851 -0.45003 -1.73730
H 1.39110 1.94622 2.00228
H -0.72260 -1.11374 0.93616
H -0.03552 -1.98415 -0.45465
*
```

## Properties
<S²> = 2.03
HOMO level (alpha / beta) = -8.347 / -8.384 eV
orbital gap (alpha / beta) = 8.337 / 6.900 eV

***

Record 4
A cluster of 3 separate species, C5H16N2O2 in total at a distorted geometry, computed with wB97M-V/def2-TZVPD.

Structure (ORCA input):
```
! wB97M-V def2-TZVPD RIJCOSX def2/J DEFGRID3
* xyz -1 2
C 1.32937 2.08456 -0.72567
C 0.32197 1.06802 -0.20835
C -0.78164 0.89473 -1.23109
C -1.79813 -0.18423 -0.88700
C -0.05485 -1.79380 -1.29076
N -1.26144 -1.51350 -0.78729
N -0.24504 1.46745 1.09455
H 1.58500 1.83761 -1.76182
H 2.25402 2.09906 -0.15407
H 0.90417 3.08935 -0.77349
H 0.82793 0.12325 0.01633
H -1.23067 1.88946 -1.41717
H -0.38709 0.62982 -2.22062
H -2.36635 0.01248 0.03412
H -2.52295 -0.19730 -1.73809
H 0.56884 -1.18720 -1.96049
H 0.24569 -2.83052 -1.14094
H -0.96728 2.17279 0.98297
H 0.45754 1.91326 1.66376
H -1.88803 -0.65863 1.96346
H -0.92837 -0.18357 3.01027
O -1.42537 -0.96562 2.75131
H 2.81121 -1.26297 -0.14202
H 2.57617 -1.03487 1.34705
O 3.24199 -1.34254 0.72280
*
```

## Properties
<S²> = 0.75
energy above the lowest of the compared OMol25 structures with the same formula, charge and spin = 6.37 kcal/mol
HOMO level (alpha / beta) = 0.438 / -3.835 eV
orbital gap (alpha / beta) = 3.110 / 7.318 eV

***

Record 5
A structure of composition C22H37AuO3Si at a distorted geometry, computed with wB97M-V/def2-TZVPD.

Structure (ORCA input):
```
! wB97M-V def2-TZVPD RIJCOSX def2/J DEFGRID3
* xyz 0 3
O 0.43557 0.19930 -5.47292
C 0.31053 1.53482 -6.05297
C 0.13748 1.02301 -7.48055
H 1.22784 2.10902 -5.86760
H -0.56567 2.05672 -5.63866
C 0.28490 -0.37604 -6.80907
H 0.96134 1.30056 -8.14862
H -0.86172 1.22597 -7.87759
C 1.56037 -1.10137 -7.17322
H 2.40734 -0.40768 -7.11690
H 1.52807 -1.46634 -8.20592
H 1.70149 -1.95262 -6.50061
C -0.94092 -1.26466 -6.92431
H -1.86173 -0.73881 -6.64715
H -0.82792 -2.15154 -6.29587
H -1.07446 -1.60417 -7.95797
Au -0.24558 -0.71802 2.88256
C -2.52740 -0.52889 2.78947
C -1.88551 0.80687 2.85371
C -1.89851 1.32660 1.50122
H -1.72964 1.36711 3.76781
C -2.45298 0.34496 0.64315
C -2.85479 -0.77285 1.41700
H -3.37105 -1.65237 1.03147
H -2.95403 -1.03493 3.65926
H -1.60185 2.32598 1.20429
H -2.62548 0.47881 -0.42255
C 1.49398 -2.22902 3.47279
C 0.70456 -2.91347 2.48660
C 0.77495 -2.16300 1.26527
H 0.19919 -3.86072 2.62745
C 1.66879 -1.05492 1.47230
C 2.12611 -1.09916 2.83611
H 2.86907 -0.45395 3.29797
H 1.67040 -2.57021 4.49627
H 0.33136 -2.44036 0.31385
H 2.00090 -0.36915 0.70160
O 0.96095 0.61518 -1.09006
C 0.08091 -0.10346 -1.98681
C -0.45363 0.89307 -3.00503
H -0.75855 -0.61141 -1.47334
H 0.68868 -0.88951 -2.47986
C 0.45298 2.13785 -2.84018
H -1.49851 1.17893 -2.83697
H -0.38396 0.42213 -3.98091
C 0.75235 2.03877 -1.33907
H 0.00188 3.07580 -3.17657
H 1.39684 1.98232 -3.39436
H -0.13951 2.42607 -0.79018
H 1.65304 2.58015 -1.00647
C 1.98164 0.14525 7.05062
Si 0.25958 0.34371 6.24371
C -0.68344 -1.29339 6.50459
C -0.67133 1.70572 7.21165
O 0.42337 0.72378 4.69797
H 1.93388 0.14096 8.14827
H 2.62233 0.98150 6.73755
H 2.48655 -0.77656 6.73207
H -0.67368 -1.52762 7.58084
H -1.72777 -1.23299 6.17727
H -0.24783 -2.14019 5.96256
H -0.28560 2.69113 6.91736
H -1.75239 1.71588 7.01097
H -0.53378 1.60150 8.29672
*
```

## Properties
<S²> = 2.03
HOMO level (alpha / beta) = -7.611 / -7.877 eV
orbital gap (alpha / beta) = 8.221 / 5.916 eV

***

Record 6
The ion H3O5P2 with charge -1 at a distorted geometry, computed with wB97M-V/def2-TZVPD.

Structure (ORCA input):
```
! wB97M-V def2-TZVPD RIJCOSX def2/J DEFGRID3
* xyz -1 1
O -1.49467 -0.59622 1.62771
P -0.86343 -0.96280 0.33753
O -0.00083 -2.17557 0.23948
P 0.36548 0.62181 -0.41035
O -0.32323 1.01314 -1.63680
O 0.67475 1.87724 0.57564
O 1.83732 0.03303 -0.64494
H -1.77596 -0.91108 -0.71348
H -0.12561 2.00604 1.08571
H 1.70619 -0.90560 -0.46048
*
```

## Properties
structure (SMILES) = O=[P@H]([O-])P(=O)(O)O
energy above the lowest of the compared OMol25 structures with the same formula, charge and spin = 0.00 kcal/mol
HOMO level = -5.197 eV
orbital gap = 9.023 eV

***

Record 7
A structure of composition C9H11N3ORhS4Sb, computed with wB97M-V/def2-TZVPD.

Structure (ORCA input):
```
! wB97M-V def2-TZVPD RIJCOSX def2/J DEFGRID3
* xyz -1 2
Rh 1.57868 -0.91933 0.69568
S 5.10839 -0.47713 4.38787
Sb 3.24787 0.35172 3.40769
S 1.73188 -1.58265 2.88534
S 3.54065 0.18045 0.94488
O -0.15074 -3.58123 0.14426
N 0.07557 -2.44068 -0.10835
C 0.65238 0.53963 0.89689
C 0.07469 1.79058 0.92949
C -0.38563 2.35202 2.14401
C -1.01527 3.57940 2.12220
C -1.20282 4.26622 0.92503
C -0.73952 3.72147 -0.27270
C -0.10053 2.50009 -0.28591
H -0.22707 1.81481 3.06876
H -1.36116 4.01114 3.05289
H -1.69860 5.22831 0.92588
H -0.86817 4.26429 -1.20037
H 0.28742 2.08257 -1.20651
C -1.48885 -3.60432 -2.70316
N -0.14402 -3.09094 -2.50167
C 0.02871 -2.01565 -1.60283
N -1.00624 -1.03137 -1.73854
S 1.70743 -1.31303 -1.64596
H -1.43142 -4.47406 -3.35604
H -2.09437 -2.85416 -3.21113
H -1.99778 -3.90927 -1.78008
H 0.53122 -3.81666 -2.30957
H -1.89506 -1.37377 -1.38738
H -0.75762 -0.19844 -1.22068
*
```

## Properties
<S²> = 0.81
energy above the lowest of the compared OMol25 structures with the same formula, charge and spin = 23.11 kcal/mol
HOMO level (alpha / beta) = -3.949 / -3.946 eV
orbital gap (alpha / beta) = 5.653 / 5.519 eV

***

Record 8
A structure of composition C27H18Cl3CoF6N5O8S2, computed with wB97M-V/def2-TZVPD.

Structure (ORCA input):
```
! wB97M-V def2-TZVPD RIJCOSX def2/J DEFGRID3
* xyz -2 2
Co 0.43452 -0.09764 0.03129
C -0.86364 -0.85743 3.93761
C -0.11950 -0.55388 2.68099
N -0.64203 -0.58926 1.50204
N -1.91469 -0.96141 1.27028
C -2.10198 -0.92234 -0.05668
O -1.19961 -0.74730 -0.91587
C -3.49308 -1.14589 -0.54460
C -3.77024 -0.86819 -1.87929
C -5.05376 -1.05136 -2.37133
C -6.06117 -1.51394 -1.53534
C -5.78807 -1.77690 -0.19852
C -4.50823 -1.58598 0.29898
C 1.29273 -0.15379 2.67614
C 2.05336 0.01160 3.82896
C 3.37808 0.40046 3.70532
C 3.91246 0.61816 2.44632
C 3.09291 0.43494 1.33951
N 1.83514 0.04496 1.45578
H -1.88428 -1.12859 3.67976
H -0.89158 0.01890 4.59031
H -0.39846 -1.67860 4.49082
H -2.96988 -0.48521 -2.49964
H -5.26945 -0.82151 -3.40733
H -7.06232 -1.66283 -1.92336
H -6.57779 -2.12284 0.45816
H -4.27727 -1.76247 1.34039
H 1.60623 -0.15716 4.79856
H 3.98478 0.54557 4.59110
H 4.93750 0.93359 2.31118
H 3.43012 0.61671 0.32572
Cl 3.97917 0.80046 -3.30415
C 3.40794 -0.76295 -2.81708
C 3.98948 -1.89806 -3.38290
C 3.59581 -3.15918 -3.02040
Cl 4.33731 -4.55128 -3.78707
C 2.60797 -3.34099 -2.03033
C 2.12351 -4.58850 -1.57550
C 1.18478 -4.63250 -0.58308
C 0.74060 -3.42535 -0.00977
N 1.16645 -2.25963 -0.41813
C 2.04726 -2.18458 -1.43920
C 2.37015 -0.83547 -1.87472
O 1.76316 0.17474 -1.40203
H 4.76369 -1.76714 -4.12700
H 2.50075 -5.49649 -2.02745
H 0.78254 -5.57485 -0.23463
H 0.02036 -3.42100 0.80319
Cl -1.27198 4.53693 3.00157
C -0.46303 3.98433 1.48580
C -0.81819 2.53802 1.07970
O -1.95019 2.11174 1.28424
O 0.17193 1.96983 0.52956
H 0.60462 4.08236 1.64863
H -0.78261 4.66479 0.70037
F 1.43802 4.54784 -3.48106
C 0.85781 3.69607 -2.61539
F 0.09477 4.42230 -1.79267
F 1.81691 3.11678 -1.90799
S -0.14550 2.46022 -3.55006
O -0.78110 1.65193 -2.55941
O 0.78427 1.87524 -4.47027
N -1.23504 3.39640 -4.21377
S -1.11825 4.24904 -5.51502
O -0.25433 3.76084 -6.55407
O -1.12328 5.66576 -5.26191
C -2.81636 3.94237 -6.17530
F -3.77212 4.39508 -5.35932
F -2.96035 4.58042 -7.35258
F -3.04470 2.64459 -6.39628
*
```

## Properties
<S²> = 0.78
energy above the lowest of the compared OMol25 structures with the same formula, charge and spin = 1.69 kcal/mol
HOMO level (alpha / beta) = -2.862 / -2.828 eV
orbital gap (alpha / beta) = 6.743 / 6.709 eV